[1]
Molecular formula: C4H13NO2
Method: DFT, the ωB97M-V functional and the def2-TZVPD basis

Each line ends with the natural charge from an NBO analysis.
Atoms and positions in Å:
C: -0.633 0.930 1.930  -0.597
C: -0.902 1.422 0.471  -0.279
N: -0.715 0.375 -0.467  -0.120
C: -1.451 -0.864 -0.414  -0.308
C: -1.181 -1.607 -1.767  -0.102
O: -1.676 -2.988 -1.808  -0.669
H: -0.870 1.822 2.544  0.263
H: 0.429 0.656 2.155  0.239
H: -1.224 0.063 2.223  0.230
H: -0.085 2.126 0.269  0.253
H: -1.933 1.803 0.465  0.265
H: 0.215 0.169 -0.832  0.415
H: -2.507 -0.709 -0.208  0.248
H: -0.981 -1.495 0.373  0.279
H: -1.659 -0.931 -2.488  0.191
H: -0.128 -1.837 -1.949  0.210
H: -2.386 -2.801 -2.434  0.481
H: 5.431 0.819 0.235  0.457
H: 6.276 1.439 1.304  0.469
O: 5.979 1.609 0.397  -0.927

The value obtained for the HOMO energy (spin up / spin down) is -13.70 / -13.70 eV. As for the charge: +1. The calculation puts the energy above the lowest of the compared OMol25 structures with the same formula, charge and spin at 172.2 kJ/mol. The calculation puts the HOMO-LUMO gap (spin up / spin down) at 10.41 / 5.80 eV. The expectation value of S² is 0.755. Its spin multiplicity is 2.


[2]
Molecular formula: C2H2CuLiO2
Method: DFT, the ωB97M-V functional and the def2-TZVPD basis

Each line ends with the natural charge from an NBO analysis.
Atoms and positions in Å:
C: 0.027 0.061 0.520  0.196
C: -1.123 0.822 0.323  0.295
O: -2.267 0.283 0.076  -0.600
O: -0.009 -1.321 0.323  -0.329
H: 0.815 0.877 0.327  0.203
Cu: -5.086 -0.887 0.422  0.210
Li: -2.829 -0.388 1.743  0.836
H: -1.051 1.905 0.539  0.188

The value obtained for the HOMO energy (spin up / spin down) is -11.75 / -14.62 eV. As for the charge: +1. The calculation puts the energy above the lowest of the compared OMol25 structures with the same formula, charge and spin at 331.9 kJ/mol. The calculation puts the HOMO-LUMO gap (spin up / spin down) at 4.33 / 7.47 eV. The expectation value of S² is 0.773. Its spin multiplicity is 2.


[3]
Molecular formula: C4H12OS2
Method: DFT, the ωB97M-V functional and the def2-TZVPD basis

Each line ends with the natural charge from an NBO analysis.
Atoms and positions in Å:
C: 0.042 0.743 -1.840  -0.421
C: 1.335 1.337 -1.318  -0.610
C: -0.158 -0.697 -1.345  -0.444
S: 0.086 -1.314 0.486  0.018
S: -1.242 0.223 1.139  0.091
C: -2.709 -0.798 1.500  -0.744
H: -0.730 1.508 -1.466  0.211
H: -0.060 0.704 -2.922  0.216
H: 2.174 0.711 -1.700  0.190
H: 1.526 2.337 -1.580  0.213
H: 1.381 1.251 -0.208  0.217
H: -1.004 -1.140 -1.760  0.207
H: 0.726 -1.185 -1.688  0.195
H: -3.542 -0.121 1.489  0.221
H: -2.961 -1.626 0.778  0.225
H: -2.639 -1.217 2.487  0.216
H: 3.089 0.326 2.840  0.462
H: 2.364 -0.853 2.192  0.475
O: 2.321 -0.188 2.917  -0.939

The value obtained for the HOMO energy is -8.60 eV. As for the charge: 0. The calculation puts the energy above the lowest of the compared OMol25 structures with the same formula, charge and spin at 102.1 kJ/mol. The calculation puts the HOMO-LUMO gap at 9.06 eV.


[4]
Molecular formula: C19H19IO8
Method: DFT, the ωB97M-V functional and the def2-TZVPD basis

Each line ends with the natural charge from an NBO analysis.
Atoms and positions in Å:
C: -2.994 -5.026 -0.325  -0.633
C: -2.359 -3.649 -0.467  -0.270
I: -3.583 -2.410 -1.723  0.054
C: -2.072 -3.036 0.913  -0.487
C: -2.132 -1.538 1.053  0.143
C: -3.260 -0.964 1.638  -0.213
C: -3.398 0.410 1.750  -0.178
C: -2.401 1.256 1.284  -0.180
C: -1.256 0.697 0.748  -0.050
C: -1.111 -0.689 0.636  -0.200
C: 0.161 -1.188 0.049  0.540
O: 0.230 -2.197 -0.618  -0.537
C: 1.356 -0.330 0.296  -0.233
C: 1.209 0.987 0.398  -0.233
C: -0.148 1.578 0.284  0.512
O: -0.336 2.691 -0.152  -0.518
H: -2.969 -5.546 -1.280  0.223
H: -2.376 -5.600 0.369  0.212
H: -4.012 -4.971 0.050  0.214
H: -1.435 -3.753 -1.023  0.235
H: -2.816 -3.448 1.597  0.213
H: -1.101 -3.400 1.250  0.236
H: -4.054 -1.608 1.989  0.221
H: -4.285 0.842 2.193  0.224
H: -2.506 2.329 1.352  0.234
H: 2.321 -0.813 0.372  0.240
H: 2.060 1.634 0.557  0.235
C: 2.656 -2.795 -3.764  -0.097
C: 2.478 -1.469 -3.054  -0.108
O: 3.829 -1.104 -2.750  -0.497
C: 4.651 -1.738 -3.623  0.967
O: 5.811 -1.519 -3.739  -0.567
O: 3.960 -2.656 -4.339  -0.491
H: 1.921 -2.976 -4.543  0.205
H: 2.666 -3.638 -3.071  0.186
H: 2.044 -0.704 -3.701  0.183
H: 1.891 -1.550 -2.145  0.217
C: 0.406 5.470 1.561  -0.105
C: 1.920 5.461 1.646  -0.097
O: 2.175 6.436 2.661  -0.492
C: 1.070 6.546 3.440  0.966
O: 1.020 7.146 4.462  -0.568
O: 0.035 5.871 2.886  -0.493
H: -0.022 4.503 1.325  0.219
H: 0.035 6.212 0.853  0.186
H: 2.312 4.498 1.981  0.178
H: 2.411 5.750 0.721  0.205

The value obtained for the HOMO energy is -9.58 eV. As for the charge: 0. The calculation puts the HOMO-LUMO gap at 7.98 eV.


[5]
Molecular formula: C10H20Br6O4Sr2
Method: DFT, the ωB97M-V functional and the def2-TZVPD basis

Each line ends with the Mulliken charge.
Atoms and positions in Å:
Sr: 5.747 19.557 -27.698  1.528
Sr: 4.501 15.662 -25.734  1.652
O: 4.701 15.357 -28.274  -0.893
C: 5.730 15.491 -29.285  -0.573
C: 6.327 16.982 -29.637  -0.150
O: 5.344 18.017 -29.869  -0.887
H: 5.370 14.930 -30.147  0.336
H: 6.596 14.918 -28.953  0.229
H: 6.867 16.892 -30.579  0.262
H: 7.075 17.411 -28.970  0.023
O: 6.610 15.029 -24.483  -1.060
C: 7.427 16.151 -24.306  0.287
C: 7.241 17.410 -25.323  0.186
O: 5.955 17.884 -25.705  -0.956
H: 8.491 15.930 -24.215  -0.308
H: 7.153 16.585 -23.345  0.219
H: 7.939 17.361 -26.159  0.340
H: 7.704 18.262 -24.826  -0.233
Br: 8.978 10.679 -23.719  -0.162
C: 9.729 11.951 -22.404  -0.495
C: 8.931 13.294 -22.574  -0.662
Br: 9.515 14.622 -21.156  -0.188
H: 10.817 11.979 -22.478  0.324
H: 9.559 11.564 -21.399  0.374
H: 7.842 13.259 -22.570  0.483
H: 9.239 13.720 -23.529  0.335
Br: 7.931 22.566 -21.725  -0.147
C: 8.237 22.431 -23.682  -0.563
C: 8.477 20.964 -23.968  -0.667
Br: 8.649 20.698 -25.939  -0.243
H: 9.051 23.126 -23.887  0.380
H: 7.293 22.733 -24.137  0.374
H: 7.729 20.301 -23.533  0.489
H: 9.380 20.667 -23.433  0.431
Br: 13.475 14.552 -22.163  -0.198
C: 13.033 16.045 -23.409  -0.692
C: 11.538 16.327 -23.376  -0.149
Br: 11.196 17.618 -24.752  -0.155
H: 13.514 15.870 -24.371  0.426
H: 13.585 16.870 -22.958  0.365
H: 11.237 16.648 -22.379  0.373
H: 10.941 15.435 -23.563  -0.037

The value obtained for the HOMO energy is -6.66 eV. As for the charge: 0. The calculation puts the HOMO-LUMO gap at 4.91 eV.


[6]
Molecular formula: C16H8Cl4F5LiO3S
Method: DFT, the ωB97M-V functional and the def2-TZVPD basis

Each line ends with the natural charge from an NBO analysis.
Atoms and positions in Å:
Li: -1.094 -0.348 -0.015  0.877
Cl: 4.994 5.133 -1.051  -0.117
C: 3.763 3.933 -0.607  0.034
C: 4.186 2.621 -0.436  -0.488
C: 3.171 1.706 -0.062  -0.036
Cl: 3.643 0.037 0.202  -0.067
C: 1.860 2.049 0.084  0.186
O: 0.905 1.127 0.405  -0.575
C: 1.428 3.425 -0.113  -0.121
C: 0.112 3.716 0.059  -0.087
O: -0.803 2.725 0.434  -0.571
C: 2.471 4.367 -0.453  -0.381
H: 5.209 2.309 -0.574  0.211
H: -0.318 4.707 -0.017  0.151
H: 2.219 5.410 -0.602  0.194
Cl: -5.754 -0.136 -0.650  -0.064
C: -4.666 1.273 -0.532  -0.393
Cl: -3.163 1.070 -1.403  0.030
H: -4.421 1.422 0.512  0.236
H: -5.189 2.122 -0.948  0.206
F: -0.094 -7.567 0.214  -0.315
C: -0.399 -6.325 -0.208  0.212
C: -1.102 -5.457 0.600  0.296
F: -1.486 -5.868 1.823  -0.321
C: -1.415 -4.188 0.157  0.283
F: -2.105 -3.408 0.998  -0.303
C: -1.060 -3.703 -1.109  -0.242
S: -1.513 -2.137 -1.691  -0.484
C: -0.341 -4.620 -1.888  0.298
F: 0.058 -4.283 -3.121  -0.305
C: -0.019 -5.893 -1.461  0.252
F: 0.668 -6.730 -2.262  -0.314
C: 0.307 2.200 2.548  -0.689
C: -0.239 1.660 1.214  0.763
O: -1.109 0.686 1.337  -0.980
H: -0.284 1.742 3.341  0.208
H: 0.223 3.287 2.594  0.208
H: 1.358 1.932 2.681  0.209

The value obtained for the HOMO energy is 0.47 eV. As for the charge: -2. The calculation puts the energy above the lowest of the compared OMol25 structures with the same formula, charge and spin at 0.0 kJ/mol. The calculation puts the HOMO-LUMO gap at 3.72 eV.


no.,electronic energy (eV)
1,-9934.3711
2,-51034.4009
3,-28059.8074
4,-44491.6875
5,-440808.2766
6,-97583.0481